1.
A 9-piece molecular cluster, C22H60Cl2IO11PSi overall. Source: OMol25; level of theory: wB97M-V/def2-TZVPD.

Each line ends with the Mulliken charge.
CARTESIAN COORDINATES (ANGSTROEM)
H 8.162 -1.514 5.884  0.241
P 5.399 0.382 -0.414  -0.096
O -2.588 -1.982 -5.106  -0.440
H 4.998 -1.159 8.099  0.082
H -9.016 -1.985 -3.674  0.270
H 0.917 0.718 4.257  0.385
C 0.376 -2.133 -0.595  -0.751
H -5.026 -0.944 -7.703  0.159
H -0.330 -4.174 -3.817  0.185
C -0.793 -5.994 -2.756  -0.386
H -9.100 -3.936 -5.227  0.226
H -0.299 -0.758 -5.838  0.298
H -2.688 -0.587 -6.565  0.213
H 0.842 9.343 -1.718  0.328
H -9.935 -4.320 -3.713  0.317
O 0.623 8.170 0.741  -0.426
H -2.047 -5.079 -1.577  0.298
H 3.638 0.583 3.182  0.126
H 0.172 -2.973 -1.273  0.179
C -2.421 -0.622 -5.508  -0.166
I 6.354 0.265 1.844  -0.084
O -5.729 -3.329 -6.605  -0.539
H 1.396 -0.394 1.409  0.387
H -6.325 -1.593 -5.657  0.194
H 0.192 10.905 -1.206  0.333
H -10.864 -3.923 -5.164  0.318
O -1.128 -5.360 -1.523  -0.491
H 4.260 0.167 7.199  0.240
H 0.244 -6.312 -2.652  0.281
C 8.314 -1.676 8.027  -0.197
H -10.779 -1.972 -3.579  0.304
Cl 2.147 2.323 2.592  -0.224
H -0.758 -0.216 -4.225  -0.017
C 2.463 -0.191 1.561  -0.643
H 2.895 1.977 -0.150  -0.159
C -0.747 6.146 2.893  -0.795
H 9.779 -1.166 6.521  0.329
C 3.140 -1.672 7.138  -0.363
O 0.958 0.054 -1.628  -0.384
H 3.594 -0.318 8.768  0.351
H -4.797 -3.107 -6.502  0.273
H 4.557 -2.562 6.151  0.265
H -0.094 5.623 2.191  0.247
H -0.666 -5.556 -4.871  0.394
H 7.380 -3.390 8.045  0.270
H 2.194 -1.207 6.864  0.320
H 2.553 -1.336 -1.699  0.499
C 4.047 -0.686 7.846  -0.729
C -6.470 -2.112 -6.611  0.046
C -9.957 -3.687 -4.601  -0.918
O 5.363 -1.183 -0.958  -0.423
H -10.721 -1.534 -5.868  0.292
O 7.141 -2.470 8.192  -0.485
C 2.594 0.608 2.871  0.697
O -0.318 4.547 4.695  -0.482
H -0.734 7.202 2.635  0.219
C -0.952 -5.062 -3.942  -0.800
H -1.407 -6.891 -2.891  0.323
H 0.266 4.073 4.095  0.230
H 9.198 -2.833 6.431  0.316
H -0.880 0.901 -5.598  0.381
H 1.661 9.956 0.578  0.265
C -6.086 -1.205 -7.766  -0.916
H 1.211 7.715 0.130  0.248
Si 3.156 0.533 -0.060  0.576
H 8.004 -0.649 8.221  0.276
O 3.723 -2.138 5.922  -0.451
H 0.725 6.320 4.459  0.252
H -6.672 -0.286 -7.751  0.313
H 1.241 -0.909 3.657  0.349
Cl 3.210 -1.794 1.849  -0.090
C 8.900 -1.802 6.634  -0.997
H -3.129 0.007 -4.959  0.296
H -0.822 9.452 -1.144  0.280
C 2.362 -0.269 -1.581  -0.718
H 9.057 -1.951 8.782  0.280
H -6.244 -1.706 -8.721  0.298
H 2.315 -0.205 4.877  0.038
C -0.287 5.923 4.321  -0.280
C 1.715 0.018 3.994  -1.136
H -2.376 -2.029 -4.167  0.243
H -0.317 -2.249 0.243  0.308
C -1.004 -0.137 -5.285  -0.820
O -9.920 -1.366 -5.364  -0.502
H -1.988 -4.731 -4.043  0.214
H -0.945 6.435 5.022  0.297
O -1.116 -0.662 -1.698  -0.624
H -7.521 -2.389 -6.682  0.152
H 6.259 -1.538 -1.030  0.322
H -0.009 10.040 1.142  0.267
H 2.918 -2.522 7.791  0.323
C 0.020 -0.877 -1.346  0.852
H -1.758 5.758 2.761  0.286
C 0.188 9.835 -0.994  -1.050
H 2.806 0.221 -2.457  0.391
C 0.652 9.559 0.423  -0.228
C -9.927 -2.219 -4.222  -0.289
H 1.407 -2.227 -0.259  0.156

Calculated values
- LUMO: -0.21 eV
- Calculated total energy: -3550.745299 Eh
- SMILES: CC(=O)OC[Si@@H]([C@@H](Cl)[C@H](C)Cl)P(O)I.CCO.CCO.CCO.CCO.CCO.CCO.CCO.CCO
- Highest occupied orbital energy: -8.736 eV



2.
A 2-piece molecular cluster, C22H41F3N2O7 overall at a distorted geometry. Source: OMol25; level of theory: wB97M-V/def2-TZVPD.

Each line ends with the Mulliken charge.
CARTESIAN COORDINATES (ANGSTROEM)
H 0.496 -7.461 1.380  0.333
C -1.064 -1.362 -0.095  -0.150
H -4.226 1.088 0.136  0.494
C -6.111 2.295 1.355  0.562
O -5.558 2.697 0.174  -0.419
H -0.555 -6.535 -1.326  0.183
H -4.316 1.439 2.258  0.112
C -0.660 -0.754 -1.429  -1.055
C 5.557 0.289 2.018  -1.364
F 0.325 -4.493 -1.909  -0.269
H 4.919 1.106 -0.393  0.363
H -0.991 2.052 -1.733  0.423
H -3.445 3.758 0.690  0.431
H -0.902 -8.014 -0.439  0.412
C -3.070 -1.728 1.061  0.129
H -0.858 3.935 0.298  0.535
H 0.468 0.917 -3.134  0.693
H 6.264 1.114 1.873  0.322
H 5.571 -0.010 3.070  0.384
O -4.244 -1.850 1.177  -0.536
H 1.455 4.368 0.294  0.398
F 2.126 -3.314 -1.765  -0.283
C 4.146 0.692 1.582  0.009
C -1.912 2.225 0.512  0.054
H 3.634 1.256 2.376  0.238
C -0.296 2.790 -1.326  -1.664
H -1.410 -0.034 -1.789  0.357
C 1.159 2.393 -1.763  2.363
C 1.159 0.930 -2.277  -2.630
O 0.756 -3.844 0.713  -0.835
C -4.358 2.087 -0.296  -0.971
H 5.902 -0.562 1.422  0.343
N 1.533 3.213 -2.939  -0.741
C 1.570 -4.507 -1.389  0.753
H -2.409 -1.602 1.935  0.460
H 2.501 3.366 1.346  0.560
C 1.640 -4.627 0.164  0.080
H 3.530 -0.200 1.402  0.225
H 0.772 3.223 -3.618  0.353
H 2.715 -4.392 0.357  0.136
H 2.160 0.747 -2.667  0.322
O 2.887 1.426 -0.362  -0.140
C -5.182 2.051 2.517  -0.621
H -4.498 1.972 -1.375  0.379
H -1.946 2.177 1.603  0.585
C 4.155 1.507 0.289  -0.801
H -4.845 3.017 2.908  0.239
H -5.750 1.529 3.288  0.338
O -2.463 -1.700 -0.110  -0.405
C 0.361 -6.653 0.653  -0.214
C 0.486 2.635 1.078  -0.723
H 1.454 -1.016 -1.433  0.473
H -0.643 -1.568 -2.165  0.480
H 1.659 4.185 -2.659  0.345
H -2.860 3.517 -0.950  0.441
O 1.618 -6.019 0.586  -0.424
H -0.544 3.746 -1.797  0.341
N -0.639 2.949 0.147  0.315
H -0.408 -2.211 0.134  0.270
H 4.414 2.554 0.505  0.401
C 2.267 2.647 -0.691  -0.806
C 0.760 -0.180 -1.288  0.447
C -3.131 2.990 -0.028  -0.604
O -7.285 2.269 1.452  -0.512
H 0.698 -7.769 -1.168  0.234
H 0.920 0.127 -0.253  -0.224
H -1.866 1.225 0.078  -0.447
H -0.386 -5.970 1.069  0.231
C 1.733 3.338 0.571  -0.764
H 0.607 1.555 1.182  0.288
H -0.892 -0.634 0.719  0.174
H 0.194 3.031 2.058  0.569
H 3.012 3.318 -1.148  0.367
C -0.126 -7.274 -0.652  -1.013
F 2.262 -5.457 -2.062  -0.328

Calculated values
- LUMO: -1.29 eV
- Calculated total energy: -1798.537854 Eh
- Highest occupied orbital energy: -6.324 eV



3.
A 2-piece molecular cluster, C7H7NO2S overall at a distorted geometry. Source: OMol25; level of theory: wB97M-V/def2-TZVPD.

Each line ends with the natural charge from an NBO analysis.
CARTESIAN COORDINATES (ANGSTROEM)
C -0.144 0.557 -0.528  -0.288
C 2.522 -0.778 -1.159  0.526
H -3.570 0.300 -0.854  0.209
H -1.694 1.518 -1.878  0.229
C -0.074 -0.316 0.578  0.262
H -3.178 -1.124 1.233  0.230
H 3.625 1.655 1.449  0.129
H 2.945 -0.053 -1.938  0.164
H 0.684 0.805 -1.140  0.216
O 2.144 -1.870 -1.243  -0.442
C -2.462 -0.529 0.668  -0.207
O 1.134 -0.711 1.091  -0.332
S 2.191 1.570 1.264  0.183
C -1.405 0.715 -1.162  -0.211
C -1.236 -0.744 1.153  -0.243
C -2.511 0.206 -0.493  -0.218
H -1.178 -1.188 2.151  0.219
N 2.208 -0.011 0.809  -0.425

Calculated values
- LUMO (spin up / spin down): 0.24 / 0.24 eV
- Calculated total energy: -874.139513 Eh
- Highest occupied orbital energy (spin up / spin down): -7.726 / -7.728 eV



4.
One molecule with the formula C2H2ClNO2 at a distorted geometry. Source: OMol25; level of theory: wB97M-V/def2-TZVPD.

Each line ends with the natural charge from an NBO analysis.
CARTESIAN COORDINATES (ANGSTROEM)
C -0.242 -0.043 0.253  -0.376
N -2.088 -1.585 0.171  -0.087
H 0.438 -0.856 0.459  0.232
O -1.342 -2.538 -0.131  -0.334
O -4.145 0.464 0.141  -0.642
Cl -2.726 0.929 -0.046  1.013
C -1.548 -0.356 -0.086  -0.027
H 0.387 0.902 0.241  0.221

Calculated values
- LUMO (spin up / spin down): 0.06 / -3.79 eV
- Calculated total energy: -742.480906 Eh
- Expectation value of S²: 2.034
- Highest occupied orbital energy (spin up / spin down): -7.994 / -8.692 eV
- 2S+1: 3



5.
A 2-piece molecular cluster, C4H7P overall at a distorted geometry. Source: OMol25; level of theory: wB97M-V/def2-TZVPD.

Each line ends with the natural charge from an NBO analysis.
CARTESIAN COORDINATES (ANGSTROEM)
C -1.166 -0.354 -0.233  -0.380
P 2.822 -0.029 -1.013  0.352
H 0.161 0.669 -1.884  0.248
H -0.186 1.047 1.135  0.222
C 1.313 -0.272 -0.419  -0.418
C 0.128 0.259 -0.837  -0.406
H -1.992 -0.486 -0.958  0.228
H -1.244 1.903 -0.075  0.225
C -0.696 0.937 0.271  -0.368
H -0.970 -1.236 0.300  0.224
H 3.632 -0.638 0.033  -0.018
H 0.861 -1.250 1.014  0.090

Calculated values
- LUMO: 0.18 eV
- Calculated total energy: -497.762214 Eh
- Highest occupied orbital energy: -8.634 eV



6.
One molecule with the formula FH3OSi at a distorted geometry. Source: OMol25; level of theory: wB97M-V/def2-TZVPD.

Each line ends with the natural charge from an NBO analysis.
CARTESIAN COORDINATES (ANGSTROEM)
F 2.092 0.248 0.357  -0.159
O 1.214 0.009 -0.710  -0.432
Si -0.485 -0.093 0.018  1.120
H -0.118 0.448 1.311  -0.162
H -1.357 -1.257 0.002  -0.187
H -1.346 0.644 -0.977  -0.181

Calculated values
- LUMO: 0.33 eV
- Calculated total energy: -466.248919 Eh
- SMILES: FO[SiH3]
- Highest occupied orbital energy: -11.046 eV



7.
One molecule with the formula C12H15O2P at a distorted geometry. Source: OMol25; level of theory: wB97M-V/def2-TZVPD.

Each line ends with the natural charge from an NBO analysis.
CARTESIAN COORDINATES (ANGSTROEM)
C -2.234 -0.235 0.305  0.527
C 2.203 -0.890 1.263  -0.217
H 2.520 -1.290 2.161  0.214
C 0.149 -2.137 -1.759  -0.757
H 1.894 1.332 -1.898  0.238
C -3.482 -0.505 1.201  -0.695
H 4.124 -1.390 0.641  0.212
C -0.509 -1.011 -1.100  0.139
H -3.160 -1.263 1.986  0.243
O -1.799 1.035 0.327  -0.768
C -1.646 -1.203 -0.361  -0.498
O -0.778 2.092 -1.840  -1.071
C 0.834 0.577 -0.131  -0.405
H 0.171 -2.206 -2.823  0.259
H -0.408 -3.008 -1.507  0.179
P -0.554 1.692 -0.449  2.197
H -2.099 -2.241 -0.190  0.169
C 3.221 -0.794 0.384  -0.240
H 0.557 3.604 0.720  0.243
C 3.123 -0.012 -0.750  -0.198
H -0.618 2.747 1.628  0.229
H 0.090 -0.221 1.616  0.207
H -1.042 3.981 0.371  0.254
H 1.154 -1.981 -1.448  0.264
C 1.918 0.717 -0.978  -0.216
H -3.950 0.325 1.842  0.244
C 1.025 -0.145 1.076  -0.223
H 3.980 0.074 -1.412  0.218
H -4.322 -0.816 0.505  0.250
C -0.362 3.172 0.620  -0.999

Calculated values
- LUMO (spin up / spin down): -0.48 / -0.41 eV
- Calculated total energy: -957.964354 Eh
- Highest occupied orbital energy (spin up / spin down): -6.893 / -6.896 eV



8.
A 2-piece molecular cluster, C6H10O overall at a distorted geometry. Source: OMol25; level of theory: wB97M-V/def2-TZVPD.

Each line ends with the natural charge from an NBO analysis.
CARTESIAN COORDINATES (ANGSTROEM)
H -0.497 -2.001 -0.133  0.228
H -1.721 1.023 -0.650  0.218
H 0.866 0.044 -2.032  0.193
H -1.121 -0.424 2.511  0.207
C -0.086 0.154 0.460  -0.158
O 0.831 -1.090 1.887  -0.510
C 1.330 -0.320 0.764  -0.064
H -2.040 -1.071 0.178  0.230
C -0.495 -0.656 1.661  0.108
H 1.795 -0.915 -0.031  0.174
C -0.724 0.615 -0.760  -0.127
H 2.073 0.394 1.149  0.201
C -0.122 0.498 -1.944  -0.531
H 0.937 2.198 -0.099  -0.043
H 0.887 2.105 -0.838  0.025
H -0.584 0.889 -2.834  0.209
C -0.978 -1.193 0.400  -0.361

Calculated values
- LUMO: 1.06 eV
- Calculated total energy: -309.651482 Eh
- SMILES: C=C[C@@]12CO[C@@H]1C2.[H][H]
- Highest occupied orbital energy: -8.039 eV



Question: The lowest calculated total energy belongs to which entry?
Answer: C22H60Cl2IO11PSi



What did the third record say?
A 2-piece molecular cluster, C7H7NO2S overall at a distorted geometry. Source: OMol25; level of theory: wB97M-V/def2-TZVPD.

Each line ends with the natural charge from an NBO analysis.
CARTESIAN COORDINATES (ANGSTROEM)
C -0.144 0.557 -0.528  -0.288
C 2.522 -0.778 -1.159  0.526
H -3.570 0.300 -0.854  0.209
H -1.694 1.518 -1.878  0.229
C -0.074 -0.316 0.578  0.262
H -3.178 -1.124 1.233  0.230
H 3.625 1.655 1.449  0.129
H 2.945 -0.053 -1.938  0.164
H 0.684 0.805 -1.140  0.216
O 2.144 -1.870 -1.243  -0.442
C -2.462 -0.529 0.668  -0.207
O 1.134 -0.711 1.091  -0.332
S 2.191 1.570 1.264  0.183
C -1.405 0.715 -1.162  -0.211
C -1.236 -0.744 1.153  -0.243
C -2.511 0.206 -0.493  -0.218
H -1.178 -1.188 2.151  0.219
N 2.208 -0.011 0.809  -0.425

Calculated values
- LUMO (spin up / spin down): 0.24 / 0.24 eV
- Calculated total energy: -874.139513 Eh
- Highest occupied orbital energy (spin up / spin down): -7.726 / -7.728 eV